one:
Below is a cluster of 2 separate species, C6H14O in total, with properties calculated with ωB97M-V with the def2-TZVPD basis set.

Positions of all 21 atoms, in Å:
C  1.831  1.459  0.945
C  0.583  0.590  0.781
C  0.604  -0.609  1.729
C  0.422  0.049  -0.651
C  -0.979  0.082  -1.124
C  -1.352  -0.899  -2.178
O  -2.415  -0.697  1.056
H  1.965  1.728  1.999
H  1.756  2.393  0.374
H  2.738  0.935  0.618
H  -0.296  1.210  0.998
H  0.559  -0.270  2.767
H  1.547  -1.150  1.575
H  -0.244  -1.286  1.572
H  0.822  -0.970  -0.736
H  0.993  0.648  -1.392
H  -1.417  1.081  -1.181
H  -1.247  -1.911  -1.780
H  -0.617  -0.822  -3.002
H  -2.345  -0.749  -2.601
H  -2.909  -0.813  0.229

LUMO (alpha / beta) = -0.009 / -1.135 eV
Spin multiplicity = 1
HOMO level (alpha / beta) = -10.66 / -8.31 eV
Gap between HOMO and LUMO (alpha / beta) = 0.39153 / 0.26382 Ha

two:
Below is the molecule C6H14O, with properties calculated with ωB97M-V with the def2-TZVPD basis set.

Positions of all 21 atoms, in Å:
C  1.427  1.769  -0.565
C  1.094  0.337  -0.140
C  2.029  -0.676  -0.794
C  -0.360  -0.072  -0.442
C  -1.240  -0.119  0.797
C  -2.576  -0.777  0.495
O  -0.541  -0.884  1.776
H  2.491  1.980  -0.400
H  0.857  2.503  0.018
H  1.214  1.943  -1.628
H  1.234  0.282  0.945
H  3.079  -0.475  -0.559
H  1.898  -0.645  -1.884
H  1.789  -1.692  -0.458
H  -0.377  -1.074  -0.893
H  -0.823  0.599  -1.179
H  -1.384  0.914  1.160
H  -2.383  -1.828  0.255
H  -3.084  -0.314  -0.358
H  -3.245  -0.732  1.362
H  -1.124  -1.014  2.534

LUMO = 0.971 eV
Spin multiplicity = 1
Structure (SMILES) = CC(C)C[C@@H](C)O
HOMO level = -10.22 eV
Gap between HOMO and LUMO = 0.41112 Ha

three:
Below is a cluster of 2 separate species, C6H14O in total, with properties calculated with ωB97M-V with the def2-TZVPD basis set.

Positions of all 21 atoms, in Å:
C  -1.104  -1.582  0.426
C  0.353  -1.661  0.013
C  1.323  -0.838  0.872
C  0.801  0.557  1.279
C  0.909  1.442  -1.063
C  0.351  1.437  0.140
H  -1.433  -0.553  0.482
H  -1.214  -2.004  1.423
H  -1.755  -2.062  -0.299
H  0.720  -2.690  0.082
H  0.503  -1.427  -1.042
H  2.273  -0.661  0.358
H  1.602  -1.368  1.779
H  1.568  1.128  1.797
H  -0.041  0.394  1.952
H  1.678  0.696  -1.246
H  0.611  2.028  -1.907
H  -0.314  2.245  0.442
H  -2.716  1.137  -1.415
H  -1.636  1.806  -2.251
O  -2.480  1.977  -1.823

LUMO = 0.923 eV
Spin multiplicity = 1
Structure (SMILES) = C=CCCCC.O
HOMO level = -9.74 eV
Gap between HOMO and LUMO = 0.39179 Ha

Tell me which of them is the least stable. Sure, it is one.

one:
Below is the molecule C6H14O, with properties calculated with ωB97M-V with the def2-TZVPD basis set.

Positions of all 21 atoms, in Å:
C  -1.301  -1.745  0.273
O  -2.504  -1.026  0.024
C  -0.263  -1.570  -0.833
C  -0.073  -0.026  -0.961
C  0.273  0.710  0.343
C  0.495  2.172  -0.138
C  1.636  0.218  0.879
H  -0.893  -1.417  1.238
H  -1.538  -2.786  0.520
H  -2.610  -0.354  0.700
H  0.731  -1.899  -0.534
H  -0.609  -2.006  -1.767
H  -1.020  0.392  -1.310
H  0.640  0.220  -1.743
H  -0.537  0.838  1.063
H  1.421  2.206  -0.718
H  -0.317  2.536  -0.768
H  0.554  2.938  0.642
H  2.341  0.057  0.066
H  2.022  1.098  1.387
H  1.553  -0.555  1.637

LUMO = 0.939 eV
Spin multiplicity = 1
Structure (SMILES) = CC(C)CCCO
HOMO level = -10.24 eV
Gap between HOMO and LUMO = 0.41079 Ha

two:
Below is a cluster of 2 separate species, C6H14O in total, with properties calculated with ωB97M-V with the def2-TZVPD basis set.

Positions of all 21 atoms, in Å:
C  0.299  -2.312  -0.245
C  0.968  -1.609  -1.499
C  1.678  -0.284  -1.236
C  0.894  0.657  -0.343
C  -0.268  1.190  -0.688
C  -1.033  2.182  0.114
H  0.821  -3.189  0.101
H  -0.753  -2.461  -0.478
H  0.257  -1.525  0.512
H  0.114  -1.469  -2.167
H  1.562  -2.362  -1.987
H  1.919  0.182  -2.187
H  2.625  -0.492  -0.734
H  1.330  0.846  0.633
H  -0.644  0.935  -1.678
H  -1.071  3.213  -0.234
H  -0.623  2.226  1.099
H  -2.078  1.891  0.265
H  -2.168  0.054  3.772
H  -2.116  1.424  3.145
O  -1.712  0.901  3.834

LUMO = 0.828 eV
Spin multiplicity = 1
Structure (SMILES) = C/C=C/CCC.O
HOMO level = -9.30 eV
Gap between HOMO and LUMO = 0.37235 Ha

Tell me which of them is the least stable. Sure, it is two.

one:
Below is a cluster of 2 separate species, C6H14O in total, with properties calculated with ωB97M-V with the def2-TZVPD basis set.

Positions of all 21 atoms, in Å:
C  1.221  0.901  -1.206
C  1.045  0.776  0.309
C  2.392  0.846  1.027
C  0.296  -0.515  0.650
C  -1.198  -0.437  0.370
C  -1.925  -1.749  0.174
O  -1.780  0.627  0.316
H  1.707  1.847  -1.471
H  0.255  0.866  -1.724
H  1.848  0.086  -1.592
H  0.418  1.608  0.650
H  2.922  1.771  0.771
H  3.039  0.005  0.745
H  2.266  0.823  2.116
H  0.397  -0.753  1.721
H  0.723  -1.373  0.111
H  -3.879  0.370  -1.958
H  -1.694  -2.448  0.987
H  -1.591  -2.214  -0.762
H  -3.002  -1.577  0.127
H  -3.462  0.542  -1.364

LUMO = 0.957 eV
Spin multiplicity = 1
Structure (SMILES) = CC(=O)CC(C)C.[H][H]
HOMO level = -9.67 eV
Gap between HOMO and LUMO = 0.39066 Ha

two:
Below is the molecule C6H14O, with properties calculated with ωB97M-V with the def2-TZVPD basis set.

Positions of all 21 atoms, in Å:
C  -1.520  -0.810  -1.031
C  -1.122  -0.312  0.360
C  -2.260  0.490  0.992
C  0.159  0.531  0.331
C  1.363  -0.150  -0.310
C  2.630  0.697  -0.194
O  1.525  -1.409  0.334
H  -2.476  -1.344  -0.993
H  -0.773  -1.500  -1.437
H  -1.634  0.028  -1.734
H  -0.922  -1.190  0.987
H  -3.173  -0.112  1.068
H  -2.496  1.376  0.387
H  -1.996  0.833  1.999
H  0.426  0.821  1.357
H  -0.034  1.462  -0.223
H  1.141  -0.314  -1.377
H  3.066  0.566  0.803
H  2.413  1.761  -0.333
H  3.377  0.410  -0.945
H  2.304  -1.836  -0.042

LUMO = 0.964 eV
Spin multiplicity = 1
Structure (SMILES) = CC(C)C[C@@H](C)O
HOMO level = -10.26 eV
Gap between HOMO and LUMO = 0.41245 Ha

Tell me which of them is the least stable. Sure, it is one.

one:
Below is a cluster of 2 separate species, CHF3O in total, with properties calculated with ωB97M-V with the def2-TZVPD basis set.

Positions of all 6 atoms, in Å:
C  -1.413  -1.195  2.386
O  -0.194  -0.401  -0.280
F  -1.338  0.052  2.669
F  -2.494  -1.436  1.674
F  -0.786  -0.644  -1.537
H  0.746  -0.496  -0.451

LUMO = 0.240 eV
Spin multiplicity = 1
HOMO level = -10.82 eV
Gap between HOMO and LUMO = 0.40640 Ha

two:
Below is a cluster of 2 separate species, CHF3O in total, with properties calculated with ωB97M-V with the def2-TZVPD basis set.

Positions of all 6 atoms, in Å:
C  -2.938  -0.399  0.180
O  -2.747  -1.504  0.490
F  -2.413  0.137  -0.957
F  -3.538  0.604  0.729
F  0.061  0.757  0.862
H  -0.025  -0.078  0.436

LUMO = 0.505 eV
Spin multiplicity = 1
Structure (SMILES) = O=C(F)F.F
HOMO level = -13.31 eV
Gap between HOMO and LUMO = 0.50782 Ha

three:
Below is a cluster of 2 separate species, CHF3O in total, with properties calculated with ωB97M-V with the def2-TZVPD basis set.

Positions of all 6 atoms, in Å:
C  3.644  1.221  0.780
O  0.390  0.008  0.701
F  3.560  -0.005  0.413
F  3.114  1.304  1.993
F  -0.840  -0.262  0.093
H  0.406  -0.890  1.050

LUMO = 0.131 eV
Spin multiplicity = 1
HOMO level = -11.22 eV
Gap between HOMO and LUMO = 0.41725 Ha

Tell me which of them is the least stable. Sure, it is three.